--- a ---
Density functional theory data (wB97M-V/def2-TZVPD) for a cluster of 2 separate species, C6H13N2O2 in total.

## Properties
Net charge = +1

CARTESIAN COORDINATES (ANGSTROEM)
C (0.90, 0.93, -0.96)
C (1.40, 0.34, 0.04)
C (-2.43, -1.02, -1.63)
C (-2.85, -0.22, -2.87)
C (3.13, 1.30, 2.35)
C (1.82, 0.44, 2.37)
N (-1.80, -0.37, -0.71)
N (1.70, -0.20, 1.09)
O (-1.58, -0.87, 0.58)
O (-2.89, -2.26, -1.54)
H (1.33, 1.47, -1.76)
H (-2.23, 0.45, -3.32)
H (-3.73, 0.25, -2.66)
H (-3.09, -0.92, -3.62)
H (2.95, 2.07, 1.49)
H (3.19, 1.80, 3.32)
H (4.00, 0.76, 2.28)
H (0.93, 1.12, 2.52)
H (1.97, -0.33, 3.14)
H (-0.15, 0.93, -0.98)
H (-2.19, -1.52, 0.87)
H (1.93, -1.22, 1.14)
H (-2.30, -2.92, -1.17)



--- b ---
Density functional theory data (wB97M-V/def2-TZVPD) for a cluster of 2 separate species, C6H13N2O2 in total.

## Properties
Net charge = +1

CARTESIAN COORDINATES (ANGSTROEM)
C (1.73, -0.05, 0.10)
C (-0.51, -0.16, -1.02)
C (-5.80, 0.00, 0.16)
C (3.82, 0.04, 1.30)
C (3.79, -0.08, -1.20)
C (-4.43, 0.16, 0.46)
N (3.06, -0.04, 0.04)
N (0.94, -0.14, -0.94)
O (-1.02, 0.15, 0.09)
O (-3.51, -0.33, -0.17)
H (1.21, 0.05, 1.07)
H (-6.33, 1.05, 0.14)
H (-5.91, -0.49, -0.83)
H (-6.26, -0.52, 0.95)
H (4.35, -0.92, 1.38)
H (4.60, 0.79, 1.33)
H (3.00, 0.26, 2.12)
H (4.68, -0.61, -1.02)
H (3.16, -0.46, -2.10)
H (4.04, 0.90, -1.61)
H (-4.12, 0.85, 1.31)
H (1.43, -0.46, -1.73)
H (-1.93, 0.03, 0.17)



Q: What are the energies relative to the best structure? A: a 41.5; b 0.0, in kcal/mol.



--- a ---
Density functional theory data (wB97M-V/def2-TZVPD) for an isolated molecule of C3H6N2.

## Properties
Net charge = 0

CARTESIAN COORDINATES (ANGSTROEM)
C (-1.24, -0.67, 0.14)
C (-0.87, 0.60, -0.20)
C (0.36, 1.24, 0.25)
N (1.49, 0.53, -0.06)
N (1.45, -0.77, 0.04)
H (-2.17, -1.15, -0.33)
H (-0.56, -1.30, 0.90)
H (-1.80, 1.37, -0.28)
H (0.47, 2.42, 0.18)
H (2.25, -1.00, -0.36)
H (0.64, -1.26, -0.27)



--- b ---
Density functional theory data (wB97M-V/def2-TZVPD) for an isolated molecule of C3H6N2.

## Properties
Net charge = 0

CARTESIAN COORDINATES (ANGSTROEM)
C (-1.00, -0.65, 1.12)
N (0.12, -0.80, 0.02)
C (0.11, 0.31, -0.96)
C (0.63, 1.55, -0.37)
N (1.05, 2.54, 0.04)
H (-0.94, 0.40, 1.43)
H (-0.56, -1.24, 1.94)
H (-0.27, -1.62, -0.42)
H (1.09, -1.00, 0.29)
H (0.71, 0.07, -1.85)
H (-0.94, 0.44, -1.24)



--- c ---
Density functional theory data (wB97M-V/def2-TZVPD) for an isolated molecule of C3H6N2.

## Properties
Net charge = 0

CARTESIAN COORDINATES (ANGSTROEM)
C (-1.56, 1.18, 0.05)
N (-0.50, 1.15, -0.83)
N (0.19, -0.14, -0.83)
C (1.42, -0.23, -0.19)
C (0.40, -1.10, 0.25)
H (-2.06, 0.24, 0.47)
H (-1.98, 2.15, 0.02)
H (1.74, 0.61, 0.69)
H (2.32, -0.51, -0.69)
H (0.06, -2.11, -0.38)
H (-0.02, -1.23, 1.44)



Q: What are the energies relative to the best structure? A: a 7.4; b 0.0; c 31.8, in kcal/mol.



--- a ---
Density functional theory data (wB97M-V/def2-TZVPD) for an isolated molecule of C3H6N2.

## Properties
Net charge = 0

CARTESIAN COORDINATES (ANGSTROEM)
C (-2.38, 0.30, -0.11)
C (-1.27, -0.45, 0.14)
C (0.03, 0.22, 0.16)
N (1.10, -0.54, -0.18)
N (2.26, 0.24, -0.10)
H (-3.42, -0.16, -0.03)
H (-2.16, 1.35, -0.31)
H (-1.35, -1.57, 0.16)
H (0.08, 1.29, 0.23)
H (2.11, 1.14, 0.33)
H (2.92, -0.37, 0.45)



--- b ---
Density functional theory data (wB97M-V/def2-TZVPD) for an isolated molecule of C3H6N2.

## Properties
Net charge = 0

CARTESIAN COORDINATES (ANGSTROEM)
C (-1.37, -0.16, 0.88)
N (-0.20, -0.77, -0.08)
C (0.44, 0.23, -0.91)
C (1.47, 0.96, -0.16)
N (2.32, 1.50, 0.42)
H (-1.01, 0.82, 1.20)
H (-1.36, -0.84, 1.74)
H (-1.25, -0.96, -0.35)
H (0.41, -1.49, 0.30)
H (0.90, -0.22, -1.80)
H (-0.34, 0.92, -1.23)



--- c ---
Density functional theory data (wB97M-V/def2-TZVPD) for a structure of composition C3H6N2.

## Properties
Net charge = 0

CARTESIAN COORDINATES (ANGSTROEM)
C (1.09, -0.05, 0.44)
C (0.09, 0.98, 0.07)
C (-0.94, -1.54, -0.03)
N (-0.38, -0.78, 0.83)
N (-0.03, 1.37, -1.19)
H (-0.67, 2.17, -1.24)
H (1.62, -0.06, 1.39)
H (1.80, -0.22, -0.36)
H (0.02, 1.71, 0.91)
H (-1.78, -2.17, 0.29)
H (-0.83, -1.42, -1.12)



--- d ---
Density functional theory data (wB97M-V/def2-TZVPD) for an isolated molecule of C3H6N2.

## Properties
Net charge = 0

CARTESIAN COORDINATES (ANGSTROEM)
C (-0.65, 1.16, 0.35)
N (0.68, 0.56, 0.32)
C (0.67, -0.89, 0.20)
C (-0.11, -1.41, -0.95)
N (-0.74, -1.76, -1.86)
H (-1.17, 1.14, -0.62)
H (-0.57, 2.19, 0.69)
H (-1.27, 0.62, 1.07)
H (1.22, 0.96, -0.44)
H (1.70, -1.25, 0.13)
H (0.24, -1.32, 1.12)



Q: What are the energies relative to the best structure? A: a 43.4; b 84.6; c 75.2; d 0.0, in kcal/mol.



--- a ---
Density functional theory data (wB97M-V/def2-TZVPD) for an isolated molecule of C3H6N2.

## Properties
Net charge = 0

CARTESIAN COORDINATES (ANGSTROEM)
C (1.11, -0.29, 0.60)
C (-0.38, 0.07, 0.27)
N (-0.81, -0.96, -0.57)
C (-0.63, 1.47, -0.36)
N (-0.72, 2.45, -0.95)
H (1.79, 0.02, -0.28)
H (1.05, -1.44, 0.70)
H (1.43, 0.24, 1.51)
H (-0.81, -0.02, 1.26)
H (-1.76, -0.91, -0.77)
H (-0.27, -0.64, -1.40)



--- b ---
Density functional theory data (wB97M-V/def2-TZVPD) for an isolated molecule of C3H6N2.

## Properties
Net charge = 0

CARTESIAN COORDINATES (ANGSTROEM)
H (1.35, -1.49, 2.41)
N (0.53, -0.91, 2.10)
N (0.63, -0.71, 0.89)
C (-0.37, 0.03, 0.33)
C (0.22, 1.04, -0.80)
C (-0.60, -0.03, -1.20)
H (-1.30, 0.18, 0.88)
H (1.27, 0.72, -0.83)
H (0.10, 2.10, -0.86)
H (-1.64, -0.07, -1.38)
H (-0.18, -0.86, -1.54)



Q: What are the energies relative to the best structure? A: a 0.0; b 46.8, in kcal/mol.



--- a ---
Density functional theory data (wB97M-V/def2-TZVPD) for an isolated molecule of C3H7NO.

## Properties
Net charge = 0

CARTESIAN COORDINATES (ANGSTROEM)
C (0.78, 1.47, 0.10)
C (-0.24, 0.43, -0.35)
C (-0.19, -0.86, 0.45)
N (-0.33, -2.01, -0.27)
O (-0.08, -0.88, 1.67)
H (0.42, 2.48, -0.12)
H (0.93, 1.39, 1.18)
H (1.75, 1.34, -0.39)
H (-0.15, 0.22, -1.42)
H (-1.25, 0.82, -0.19)
H (-0.32, -2.02, -1.28)
H (-0.49, -2.87, 0.21)



--- b ---
Density functional theory data (wB97M-V/def2-TZVPD) for an isolated molecule of C3H7NO.

## Properties
Net charge = 0

CARTESIAN COORDINATES (ANGSTROEM)
C (-0.68, -1.76, -0.37)
C (-0.59, -0.28, -0.83)
C (0.31, 0.53, 0.09)
N (-0.34, 1.18, 1.11)
O (1.51, 0.55, -0.05)
H (-1.48, -1.87, 0.34)
H (-0.93, -2.37, -1.25)
H (0.29, -2.12, -0.01)
H (-1.60, 0.11, -0.88)
H (-0.13, -0.24, -1.81)
H (-1.34, 1.26, 1.02)
H (0.11, 1.93, 1.61)



--- c ---
Density functional theory data (wB97M-V/def2-TZVPD) for a structure of composition C3H7NO.

## Properties
Net charge = 0

CARTESIAN COORDINATES (ANGSTROEM)
C (-0.60, -0.48, -0.22)
C (0.44, 0.54, 0.24)
C (1.75, 0.02, 0.17)
O (2.12, -0.92, -0.52)
N (-1.96, -0.04, 0.05)
H (-0.39, -0.72, -1.26)
H (-0.40, -1.37, 0.38)
H (0.23, 1.56, -0.05)
H (0.90, -0.07, 1.21)
H (2.49, 0.77, 0.51)
H (-2.61, -0.23, -0.70)
H (-1.97, 0.97, 0.19)



--- d ---
Density functional theory data (wB97M-V/def2-TZVPD) for an isolated molecule of C3H7NO.

## Properties
Net charge = 0

CARTESIAN COORDINATES (ANGSTROEM)
C (-0.02, -0.39, 1.29)
C (-0.26, 0.04, -0.17)
N (-0.03, 1.44, -0.42)
C (0.47, -0.83, -1.17)
O (1.27, -1.67, -0.86)
H (0.27, -1.43, 1.32)
H (-0.97, -0.34, 1.85)
H (0.62, 0.26, 1.86)
H (-1.33, -0.16, -0.26)
H (-0.52, 2.13, 0.11)
H (0.35, 1.72, -1.31)
H (0.16, -0.77, -2.23)



Q: What are the energies relative to the best structure? A: a 0.0; b 1.9; c 88.1; d 35.6, in kcal/mol.